(1)
53
Properties=species:S:1:pos:R:3:forces:R:3:mulliken_charge:R:1 method="wB97M-V/def2-TZVPD" gap_ev=8.39 energy_ev=-40019.4514 smiles="COc1cc(CC(=O)OCC(=O)Nc2ccc3c(c2)OCCO3)cc(OC)c1OC" e_above_lowest_kj_mol=0.0
C -2.128932 0.979102 -2.787669 -0.2 0.0 -0.1 -1.00
O -0.775025 0.957571 -2.409987 0.4 -0.2 0.2 -0.43
C -0.285533 -0.170889 -1.822715 0.2 0.2 0.0 0.24
C -1.020314 -1.323234 -1.593046 0.0 0.0 -0.1 -0.44
C -0.416904 -2.417084 -0.989646 0.3 0.1 -0.2 -0.17
C -1.207308 -3.676205 -0.692759 0.0 0.2 0.2 -1.36
C -1.617325 -3.463401 0.740142 -0.5 -0.2 -0.2 0.83
O -2.669278 -2.990039 1.098542 -0.1 -0.1 0.0 -0.65
O -0.607751 -3.749823 1.569193 0.2 -0.3 0.0 -0.34
C -0.621106 -3.157295 2.869345 0.0 0.3 0.3 -0.79
C -0.185876 -1.688119 2.687624 -0.3 -0.6 0.2 0.66
O 0.957914 -1.335843 2.875548 0.3 0.1 0.0 -0.65
N -1.199813 -0.918656 2.238350 -0.5 0.0 0.0 -0.04
C -1.153899 0.348978 1.640929 0.2 0.4 -0.1 0.30
C -2.354866 0.852126 1.144059 0.1 0.0 0.0 -0.50
C -2.386041 2.080499 0.520231 0.3 0.1 0.0 -1.10
C -1.220517 2.817748 0.357890 0.1 -0.1 0.2 0.48
C -0.009158 2.296921 0.825724 -0.3 0.0 -0.1 0.33
C 0.016800 1.073965 1.482976 0.0 0.1 0.0 -0.23
O 1.171455 2.962641 0.648353 0.0 -0.2 0.3 -0.47
C 1.089068 3.948911 -0.359093 -0.3 0.4 -0.3 -0.40
C -0.143338 4.820440 -0.129379 0.6 0.1 0.1 -0.58
O -1.312895 4.042217 -0.249970 -0.2 -0.2 -0.1 -0.47
C 0.896942 -2.325334 -0.566350 0.0 0.0 -0.1 -0.52
C 1.650246 -1.173576 -0.771137 -0.1 0.1 0.0 1.41
O 2.947620 -1.068596 -0.348301 -0.3 0.2 -0.3 -0.46
C 3.399103 -1.956663 0.651630 0.1 -0.2 0.2 -0.76
C 1.068932 -0.087440 -1.439741 -0.1 0.1 -0.2 0.57
O 1.660550 1.091027 -1.784059 -0.3 -0.3 0.1 -0.46
C 3.027070 1.322781 -1.520355 0.4 0.2 0.0 -1.01
H -2.340358 0.241099 -3.569092 0.0 0.0 0.0 0.40
H -2.786635 0.805660 -1.930563 0.0 0.0 0.0 0.34
H -2.306376 1.979498 -3.179072 0.0 -0.1 0.0 0.25
H -2.055931 -1.384113 -1.882964 -0.1 0.0 -0.1 0.41
H -0.577993 -4.559109 -0.784024 0.0 0.0 0.0 0.37
H -2.086545 -3.754750 -1.328390 0.0 0.0 0.1 0.43
H -1.614296 -3.239884 3.320947 0.1 0.0 -0.1 0.34
H 0.121069 -3.700191 3.454336 -0.1 0.2 -0.1 0.38
H -2.104282 -1.369757 2.138260 0.3 -0.1 0.1 0.27
H -3.261597 0.274913 1.248379 -0.1 -0.1 0.0 0.39
H -3.308683 2.495395 0.146639 -0.1 0.1 0.0 0.45
H 0.956382 0.697549 1.849117 0.1 0.0 0.0 0.59
H 2.008110 4.533081 -0.297208 -0.1 0.0 0.0 0.36
H 1.008723 3.463576 -1.340079 0.1 0.0 0.1 0.21
H -0.218579 5.611637 -0.877161 0.1 0.0 0.1 0.36
H -0.092705 5.265863 0.874412 0.0 0.0 -0.1 0.30
H 1.340762 -3.168213 -0.063469 0.1 -0.1 0.1 0.36
H 2.718991 -1.969228 1.507247 0.0 0.0 -0.1 0.25
H 4.367074 -1.566715 0.963556 0.0 -0.1 0.0 0.31
H 3.533241 -2.971240 0.262631 0.0 0.0 0.0 0.30
H 3.658177 0.535410 -1.934820 0.0 0.1 0.0 0.40
H 3.216518 1.419490 -0.449647 0.0 0.0 -0.1 0.29
H 3.255113 2.267302 -2.015364 0.0 0.0 0.0 0.27

(2)
14
Properties=species:S:1:pos:R:3:forces:R:3:mulliken_charge:R:1 method="wB97M-V/def2-TZVPD" gap_ev=11.07 energy_ev=-7358.9270 smiles=C1OC[C@H]2C[C@@H]12 e_above_lowest_kj_mol=321.1
C -0.799845 0.864101 0.713699 -0.5 -1.1 1.5 -0.34
O -1.454518 0.392908 -0.412403 -0.2 0.2 -0.3 -0.41
C -0.951922 -0.897638 -0.445678 -0.5 -0.9 1.6 -0.34
C 0.550336 -0.764000 -0.317736 0.1 -0.2 0.3 -0.20
C 1.253634 0.448520 -0.853138 -0.1 0.1 -0.2 -0.64
C 0.660687 0.515297 0.523581 0.1 -0.2 0.3 -0.20
H -1.115839 1.892672 0.942757 0.2 -0.5 0.2 0.36
H -1.164846 -0.126812 1.529831 0.7 3.3 -0.7 0.12
H -1.407995 -1.466729 -1.269250 0.3 0.0 0.5 0.36
H -1.258182 -1.215874 0.814087 0.4 -0.7 -3.3 0.12
H 1.100647 -1.676813 -0.120255 0.1 0.2 0.1 0.35
H 0.846349 1.024254 -1.676912 -0.1 0.0 0.1 0.20
H 2.340831 0.358155 -0.859781 -0.3 0.1 0.0 0.27
H 1.298838 0.623088 1.393183 0.0 -0.2 -0.1 0.35

(3)
12
Properties=species:S:1:pos:R:3:forces:R:3:mulliken_charge:R:1 method="wB97M-V/def2-TZVPD" gap_ev=9.47 energy_ev=-12410.3270 smiles="[H]/N=C(N)/C=N/C(=O)F" e_above_lowest_kj_mol=58.1
H -2.945955 1.120064 0.816632 -0.5 0.2 -1.0 0.23
N -2.041789 0.801362 1.077856 2.5 -0.4 1.2 -0.63
C -1.170215 0.394867 0.235178 -2.2 -0.6 -0.5 0.21
N -1.361060 0.190378 -1.103699 -2.5 2.2 -0.3 -0.41
C 0.113351 -0.184934 0.668259 3.9 -0.8 2.0 0.18
N 1.119180 -0.283237 -0.129062 -1.9 0.2 -0.3 -0.36
C 2.401101 -0.729100 -0.039466 1.9 -1.2 0.6 0.58
O 2.920019 -1.815998 -0.113629 -1.8 1.2 0.0 -0.47
F 3.249475 0.328170 0.047838 -0.6 0.3 0.0 -0.21
H -0.616473 -0.175953 -1.610287 1.4 -0.4 -1.1 0.23
H -2.009651 0.855652 -1.597623 1.1 -1.3 0.8 0.24
H 0.342018 -0.501272 1.748005 -1.2 0.6 -1.3 0.39

(4)
19
Properties=species:S:1:pos:R:3:forces:R:3:mulliken_charge:R:1 method="wB97M-V/def2-TZVPD" gap_ev=12.08 energy_ev=-5410.9293 smiles=CCC.CC e_above_lowest_kj_mol=108.1
C 0.438058 -2.728400 -0.313035 -0.7 1.6 -3.2 -1.22
C 0.757849 -1.232336 -0.208750 -0.7 -0.8 1.2 -0.28
C 1.464627 -0.923518 1.077094 0.8 0.8 -1.6 -1.24
H -0.499534 -2.944750 0.151428 -0.2 -0.5 0.9 0.35
H 1.249862 -3.394356 -0.156437 0.6 -0.6 0.6 0.35
H 0.185522 -2.809206 -1.396298 0.1 -0.6 0.5 0.30
H 1.164727 -0.788661 -1.073860 1.5 0.0 -1.1 0.51
H -0.167540 -0.699786 -0.234563 -1.1 0.0 0.5 0.19
H 0.913648 -1.363082 1.856205 -0.3 -0.4 1.4 0.36
H 2.497182 -1.194166 1.023603 0.7 -1.3 0.2 0.38
H 1.641880 0.117326 1.175296 -0.7 1.4 0.6 0.36
C -0.725570 2.020381 -0.866617 -2.0 -0.4 0.9 -0.37
C -1.687958 2.473726 0.312220 0.9 -0.2 1.1 -0.85
H -1.189600 1.969650 -1.861721 -0.1 0.8 0.3 0.31
H 0.022517 2.761282 -0.788177 1.4 0.3 -0.7 0.27
H -0.384273 0.988677 -0.772117 0.3 0.5 0.5 -0.23
H -1.407575 2.003975 1.301838 0.1 0.1 -1.1 0.25
H -2.727614 2.169614 0.195499 -0.1 0.5 -0.3 0.28
H -1.546208 3.573631 0.578390 -0.6 -1.3 -0.9 0.29

(5)
7
Properties=species:S:1:pos:R:3:forces:R:3:mulliken_charge:R:1 method="wB97M-V/def2-TZVPD" gap_ev="8.70 / 8.70" energy_ev=-15141.6501 e_above_lowest_kj_mol=387.5
C 2.874198 0.368240 0.110396 -5.2 -1.0 -0.9 -0.27
C 3.932672 -0.174827 -0.108531 3.3 0.4 0.7 0.16
C 0.832069 -0.132858 -0.313642 2.4 6.3 2.0 -0.17
F 5.251362 -0.272295 0.013268 -1.6 -0.4 -0.5 -0.20
P -0.015712 1.308760 0.027458 0.0 -2.5 -1.9 -0.01
H 1.054351 -1.116393 -0.228047 0.0 -3.0 -0.5 0.45
H -1.300494 0.838429 -0.628793 1.1 0.2 1.0 0.05